Density functional theory data (the ωB97M-V functional and the def2-TZVPD basis) for a cluster of 2 separate species, C2H2BrClO2 in total in a non-equilibrium geometry.

Properties
- gap between HOMO and LUMO (alpha / beta) (Eh) = 0.2961 / 0.2823
- LUMO (alpha / beta) (Ha) = -0.0438 / -0.0618

Last column: natural (NBO) charge in e.
Cartesian coordinates (Å):
C1 -0.171 2.089 0.497  1.033
C2 0.395 -1.524 0.323  -0.514
O1 0.088 2.746 -0.432  -0.505
O2 -0.336 1.362 1.373  -0.527
Cl1 -1.057 -0.019 -2.100  -0.467
Br1 0.087 -2.010 -1.337  0.572
H1 -0.320 -1.514 1.087  0.211
H2 1.314 -1.130 0.589  0.197